{"formula": "C31H64AsN3O2OsP2Si3", "method": "ωB97M-V/def2-TZVPD", "homo_energy_ev": [-13.43, -14.02], "charge": 2, "orbital_gap_ev": [7.33, 6.74], "relative_energy_kj_mol": 19.21, "multiplicity": 5, "elements": ["Os", "C", "P", "C", "N", "C", "C", "C", "C", "C", "C", "N", "C", "P", "C", "C", "C", "C", "C", "C", "C", "C", "C", "H", "H", "H", "H", "H", "H", "H", "H", "H", "H", "H", "H", "H", "H", "H", "H", "H", "H", "H", "H", "H", "H", "H", "H", "H", "H", "H", "H", "O", "N", "O", "C", "Si", "C", "C", "As", "Si", "C", "C", "C", "Si", "C", "C", "C", "H", "H", "H", "H", "H", "H", "H", "H", "H", "H", "H", "H", "H", "H", "H", "H", "H", "H", "H", "H", "H", "H", "H", "H", "H", "H", "H", "C", "C", "C", "C", "H", "H", "H", "H", "H", "H", "H", "H", "H"], "coordinates": [[0.04351, 0.49566, -0.01780], [0.10400, 0.13127, 3.59004], [-0.32227, -0.75329, 2.06453], [0.86798, -2.14857, 2.01649], [0.71794, -3.13310, 2.86924], [1.60411, -4.15074, 2.82034], [1.47480, -5.23640, 3.71900], [2.36563, -6.26437, 3.65361], [3.41530, -6.26259, 2.69588], [3.56396, -5.23227, 1.81775], [2.65774, -4.14656, 1.86646], [2.80760, -3.10750, 1.01659], [1.94575, -2.12126, 1.09798], [2.17192, -0.68690, -0.01311], [2.69759, -1.45928, -1.56101], [3.63980, 0.26739, 0.59898], [3.82957, 1.48382, -0.31000], [3.36704, 0.73347, 2.02837], [4.89890, -0.60799, 0.55593], [-2.03611, -1.42607, 2.34948], [-3.03302, -0.26699, 2.47137], [-2.13484, -2.24350, 3.64624], [-2.40991, -2.29922, 1.15420], [0.08694, -0.58286, 4.41445], [-0.62249, 0.91748, 3.78654], [1.09719, 0.56937, 3.52092], [0.66835, -5.21815, 4.43914], [2.28037, -7.09866, 4.33619], [4.10370, -7.09637, 2.67243], [4.35818, -5.20842, 1.08425], [3.39883, -2.26391, -1.33950], [3.17495, -0.72111, -2.20269], [1.82642, -1.85755, -2.07476], [2.97542, 2.16188, -0.26660], [4.00491, 1.20499, -1.35022], [4.70950, 2.03520, 0.02662], [2.52261, 1.42962, 2.06748], [4.24321, 1.26581, 2.40176], [3.18061, -0.10153, 2.70707], [5.19511, -0.83948, -0.46714], [4.78166, -1.54234, 1.10028], [5.71779, -0.05050, 1.01450], [-2.78830, 0.41382, 3.28700], [-4.00725, -0.70236, 2.69934], [-3.14520, 0.30561, 1.55710], [-1.91198, -1.63776, 4.52541], [-1.48888, -3.11452, 3.64935], [-3.17123, -2.57350, 3.74038], [-2.29754, -1.76408, 0.20850], [-3.45728, -2.59537, 1.23974], [-1.81285, -3.21174, 1.12912], [-0.01829, -4.48904, -0.21196], [-0.37238, -3.76379, -1.06657], [-0.38602, -2.57801, -1.18068], [-0.51396, -2.18672, -4.66458], [0.37332, -0.54840, -4.52838], [2.18833, -0.98015, -4.67133], [-0.15374, 0.54820, -5.94247], [-0.29510, 0.81528, -2.59240], [0.83032, 2.91356, -3.24788], [-0.35548, 3.98680, -4.21007], [1.55386, 3.81732, -1.78294], [2.30119, 2.40495, -4.27647], [-2.73040, 0.66232, -2.82164], [-3.31973, 1.48150, -4.39332], [-3.16994, -1.15375, -2.81570], [-3.66206, 1.30496, -1.33947], [0.13943, -2.81533, -5.27678], [-1.46171, -2.10186, -5.19241], [-0.68066, -2.70359, -3.72261], [2.32138, -1.14170, -5.74697], [2.40240, -1.93225, -4.18736], [2.92851, -0.24973, -4.36465], [0.19950, 0.08026, -6.86588], [0.26326, 1.55402, -5.90805], [-1.23742, 0.63390, -6.01333], [-1.40074, 3.83842, -3.94740], [-0.24578, 3.83467, -5.28432], [-0.11975, 5.03249, -3.99853], [0.99034, 4.71459, -1.53860], [2.56532, 4.11854, -2.06509], [1.63326, 3.21475, -0.88149], [2.06417, 1.97197, -5.24609], [2.96844, 1.73151, -3.73725], [2.85940, 3.32963, -4.45303], [-3.48683, 0.74145, -5.17731], [-2.64415, 2.23559, -4.79153], [-4.27720, 1.96884, -4.19677], [-2.77340, -1.75349, -3.62667], [-4.26188, -1.18037, -2.89369], [-2.90408, -1.62495, -1.86926], [-3.60361, 2.36811, -1.12743], [-3.44495, 0.73709, -0.43560], [-4.70250, 1.08043, -1.60248], [-1.53907, 4.07663, -0.75656], [-0.85927, 3.64112, 0.53350], [-1.47390, 4.41838, 1.70467], [-0.97489, 2.14082, 0.84685], [-1.24717, 5.09616, -1.00963], [-2.62348, 4.08976, -0.63736], [-1.31357, 3.43411, -1.61346], [0.19765, 3.90936, 0.50077], [-2.52830, 4.15882, 1.82634], [-1.41437, 5.49264, 1.52760], [-0.96270, 4.20840, 2.64554], [-0.68537, 2.05371, 1.90271], [-2.02699, 1.85256, 0.80684]]}



{"formula": "C31H64NO15S7", "method": "ωB97M-V/def2-TZVPD", "homo_energy_ev": -11.76, "charge": 1, "orbital_gap_ev": 9.95, "relative_energy_kj_mol": 403.41, "multiplicity": 1, "elements": ["C", "C", "O", "N", "H", "H", "C", "H", "H", "H", "H", "H", "H", "C", "C", "C", "S", "O", "O", "C", "H", "H", "H", "H", "H", "H", "H", "H", "C", "C", "C", "S", "O", "O", "C", "H", "H", "H", "H", "H", "H", "H", "H", "C", "C", "C", "S", "O", "O", "C", "H", "H", "H", "H", "H", "H", "H", "H", "C", "C", "C", "S", "O", "O", "C", "H", "H", "H", "H", "H", "H", "H", "H", "C", "C", "C", "S", "O", "O", "C", "H", "H", "H", "H", "H", "H", "H", "H", "C", "C", "C", "S", "O", "O", "C", "H", "H", "H", "H", "H", "H", "H", "H", "C", "C", "C", "S", "O", "O", "C", "H", "H", "H", "H", "H", "H", "H", "H"], "coordinates": [[-0.35640, -2.20686, 1.51980], [0.52960, -1.44186, 0.59480], [1.68660, -1.72286, 0.58580], [-0.12240, -0.20786, -0.12220], [-0.64240, 0.15914, 0.46680], [0.69560, 0.46814, -0.46220], [-0.60340, -0.61186, -1.49420], [-0.84240, -2.99886, 0.92480], [-0.95040, -1.75486, 2.23280], [0.01760, -2.71886, 2.35180], [0.34460, -1.09886, -2.00220], [-0.61940, 0.32814, -2.18820], [-1.41240, -1.05986, -1.41720], [-0.33740, -0.49786, -6.86220], [-1.21240, -1.61786, -7.46620], [-2.24640, -2.04386, -6.56720], [-1.41940, -2.07786, -4.99920], [-0.78840, -3.41186, -4.74720], [-2.18240, -1.42586, -4.00520], [-0.06940, -0.97786, -5.45120], [-0.91840, 0.59214, -7.00920], [0.48560, -0.40786, -7.39920], [-0.36940, -2.36386, -7.56120], [-1.57540, -1.43486, -8.48120], [-2.49640, -3.16886, -6.93920], [-2.86240, -1.29986, -6.50420], [0.88960, -1.69586, -5.41920], [-0.01240, -0.23186, -4.78020], [2.37660, 1.80314, 4.18580], [3.01560, 3.02014, 3.41180], [2.35360, 3.22114, 2.17880], [0.63860, 2.75214, 2.48180], [0.32060, 1.86814, 1.44480], [0.09460, 4.10414, 2.69180], [0.81960, 1.95814, 4.07380], [2.66960, 1.62014, 5.18980], [2.79760, 0.83314, 3.68680], [4.14660, 2.68514, 3.25980], [2.81960, 3.81014, 3.99180], [2.87060, 2.32414, 1.58180], [2.29360, 4.12914, 1.71380], [0.16360, 0.86514, 3.96280], [0.42160, 2.18314, 4.83280], [5.23260, 2.80114, -2.31020], [5.39860, 1.55814, -1.35120], [4.57260, 0.48314, -1.67220], [3.17560, 1.20514, -2.40520], [2.06360, 1.03214, -1.53020], [3.08660, 0.70814, -3.76520], [3.70360, 2.86314, -2.46920], [5.65160, 2.56114, -3.26920], [5.69160, 3.58314, -1.72520], [4.96860, 2.00514, -0.40220], [6.41360, 1.10814, -1.03520], [4.41960, -0.10186, -0.85520], [5.14860, -0.16386, -2.44920], [3.27360, 3.25914, -1.57120], [3.35860, 3.37214, -3.45020], [-4.61440, 2.98014, 2.43380], [-5.49940, 1.81214, 2.07480], [-4.72940, 0.79114, 1.51180], [-3.09940, 1.20114, 1.05780], [-3.08440, 1.08514, -0.37620], [-2.12240, 0.53914, 1.87380], [-3.28940, 2.92914, 1.54980], [-4.46740, 2.98714, 3.54480], [-5.06940, 4.00114, 2.01880], [-6.01440, 2.18014, 1.34880], [-6.18740, 1.83414, 2.75280], [-5.43540, 0.46614, 0.72180], [-4.54440, 0.13114, 2.44080], [-3.23640, 3.52514, 0.56580], [-2.54940, 3.38414, 2.14780], [6.24260, -3.42386, 2.88380], [6.28260, -2.98486, 1.47080], [5.01960, -2.99286, 0.85280], [4.11760, -4.26286, 1.71680], [3.85560, -5.29486, 0.85580], [3.09260, -3.60886, 2.42980], [5.44660, -4.71686, 2.93780], [5.69560, -2.68186, 3.53680], [7.29560, -3.65186, 3.10680], [6.86760, -3.89486, 0.93280], [6.79360, -2.00686, 1.18280], [4.92560, -3.12986, -0.16920], [4.66560, -1.96586, 0.85880], [5.85760, -5.69586, 2.35780], [4.99460, -4.89286, 3.89680], [-2.58040, 3.56314, -2.25020], [-3.75140, 2.82014, -2.98220], [-3.28940, 2.33114, -4.25120], [-1.94640, 3.27514, -4.75820], [-2.13840, 4.02214, -6.02320], [-0.80340, 2.33114, -4.50920], [-1.87740, 4.37714, -3.33920], [-1.89740, 2.78714, -1.89420], [-3.09240, 3.94714, -1.35620], [-4.77440, 3.26914, -3.01320], [-3.98240, 1.90314, -2.51220], [-4.22340, 2.59014, -5.05020], [-3.15740, 1.35414, -4.40020], [-2.36940, 5.30014, -3.73520], [-1.00940, 4.51714, -3.29320], [-4.40440, -4.00386, 4.31680], [-3.83440, -4.13686, 5.73280], [-3.41040, -2.88786, 6.20080], [-2.65740, -2.23486, 4.78280], [-1.22440, -2.47686, 4.89880], [-3.19940, -0.88686, 4.52980], [-3.30140, -3.29586, 3.57380], [-5.38140, -3.41786, 4.08780], [-4.52340, -4.93186, 3.72580], [-3.08440, -4.91586, 5.85880], [-4.74040, -4.53886, 6.37880], [-2.69640, -2.89386, 7.02580], [-4.29140, -2.22086, 6.56380], [-2.46940, -3.98786, 3.11980], [-3.66940, -2.72086, 2.82880]]}



{"formula": "C31H65Br26FO3P2S", "method": "ωB97M-V/def2-TZVPD", "homo_energy_ev": -8.58, "charge": 0, "orbital_gap_ev": 8.63, "multiplicity": 1, "elements": ["C", "C", "C", "Br", "P", "C", "C", "C", "C", "Br", "P", "O", "S", "O", "O", "F", "H", "H", "H", "H", "H", "H", "H", "H", "H", "H", "H", "H", "H", "H", "H", "H", "H", "Br", "C", "C", "Br", "H", "H", "H", "H", "Br", "C", "C", "Br", "H", "H", "H", "H", "Br", "C", "C", "Br", "H", "H", "H", "H", "Br", "C", "C", "Br", "H", "H", "H", "H", "Br", "C", "C", "Br", "H", "H", "H", "H", "Br", "C", "C", "Br", "H", "H", "H", "H", "Br", "C", "C", "Br", "H", "H", "H", "H", "Br", "C", "C", "Br", "H", "H", "H", "H", "Br", "C", "C", "Br", "H", "H", "H", "H", "Br", "C", "C", "Br", "H", "H", "H", "H", "Br", "C", "C", "Br", "H", "H", "H", "H", "Br", "C", "C", "Br", "H", "H", "H", "H"], "coordinates": [[3.59914, 1.29670, 0.08471], [4.31287, 0.72447, -1.15325], [3.53836, -0.38185, -1.88226], [4.84235, -1.66967, -2.55761], [2.35301, -0.04840, -3.30028], [3.03532, -0.07742, -4.98330], [0.51702, 0.13930, -3.23252], [-0.20368, 1.18138, -2.37470], [-0.01789, 1.14486, -0.86818], [0.09535, -0.63776, -0.15463], [1.96926, -2.36721, -3.45764], [1.77708, -3.05505, -2.15123], [2.72402, 2.26753, -3.32826], [2.37505, 2.97787, -2.14422], [3.97844, 2.52402, -3.95232], [1.62924, 2.69797, -4.41693], [2.71941, 0.71173, 0.34102], [4.26330, 1.23203, 0.94517], [3.32100, 2.33523, -0.04443], [4.68526, 1.50254, -1.81328], [5.20268, 0.22763, -0.77319], [2.96678, -0.94677, -1.14904], [2.82041, 0.83336, -5.53394], [4.10796, -0.23990, -4.92122], [2.58502, -0.91031, -5.52225], [0.10751, -0.82842, -2.95797], [0.23992, 0.31200, -4.27448], [-0.03176, 2.19957, -2.71259], [-1.26654, 0.99644, -2.55955], [0.82576, 1.75311, -0.56492], [-0.90483, 1.56841, -0.40771], [2.90341, -2.97879, -4.31615], [0.78480, -2.49440, -4.20764], [10.46985, -3.67066, -3.30046], [9.41365, -2.71031, -4.61851], [7.98472, -2.53933, -4.17773], [6.98138, -4.19810, -4.33877], [9.49151, -3.26856, -5.54577], [9.89106, -1.73989, -4.73134], [7.47341, -1.82302, -4.81676], [7.90472, -2.22443, -3.14243], [-3.96759, -1.28217, -2.81170], [-3.39035, -2.97585, -3.57866], [-1.91009, -2.97206, -3.84645], [-1.50652, -1.87703, -5.40374], [-3.97425, -3.11765, -4.48247], [-3.64390, -3.74139, -2.84944], [-1.55063, -3.97207, -4.07741], [-1.33714, -2.57066, -3.01412], [0.46961, 3.45986, 1.68923], [1.29405, 4.98736, 2.56576], [1.81439, 6.00871, 1.59271], [3.46859, 5.43766, 0.74880], [2.07446, 4.58606, 3.19993], [0.51538, 5.42243, 3.18592], [2.05843, 6.92858, 2.11948], [1.11062, 6.21673, 0.79331], [3.67846, 6.21683, 5.23794], [2.58327, 6.09725, 6.84111], [2.12562, 4.68785, 7.10771], [0.70704, 4.14525, 5.89558], [1.74904, 6.77609, 6.69915], [3.21017, 6.45229, 7.65547], [1.70210, 4.60853, 8.10794], [2.92785, 3.96581, 6.98950], [-5.38324, -0.91715, -7.17912], [-4.37538, 0.53264, -6.36712], [-4.01424, 1.59901, -7.36305], [-2.55952, 1.02517, -8.52343], [-3.49977, 0.08222, -5.91123], [-5.01962, 0.93880, -5.59070], [-3.64901, 2.48728, -6.85315], [-4.84314, 1.86490, -8.01172], [-0.03776, 2.55438, 9.83451], [1.54948, 1.46620, 9.57202], [1.52381, 0.77407, 8.23299], [0.28078, -0.72027, 8.21065], [1.58980, 0.76794, 10.40137], [2.39501, 2.14847, 9.62829], [2.49962, 0.35014, 8.00686], [1.21954, 1.44262, 7.43267], [4.88488, -8.19897, -5.85715], [6.59181, -8.84948, -5.19296], [7.63034, -7.76149, -5.16056], [8.30249, -7.33418, -6.93264], [6.88073, -9.67688, -5.83244], [6.39727, -9.21283, -4.18672], [8.49830, -8.07757, -4.58686], [7.24094, -6.83534, -4.75233], [-1.12911, -4.04045, 11.50837], [-2.75808, -3.66898, 10.51347], [-2.70432, -2.33603, 9.81982], [-2.94528, -0.85944, 11.06327], [-3.57660, -3.72972, 11.22288], [-2.84527, -4.46836, 9.78144], [-3.51558, -2.23831, 9.10220], [-1.75631, -2.17042, 9.31943], [-3.41736, 1.85534, -0.09211], [-4.25203, 0.24221, 0.60570], [-4.35792, 0.23979, 2.10412], [-2.65649, -0.12491, 2.97405], [-3.66262, -0.58822, 0.23066], [-5.24516, 0.21957, 0.16325], [-5.02176, -0.56310, 2.41830], [-4.71475, 1.18483, 2.50175], [-5.37988, 2.04488, 7.86152], [-3.61420, 1.22563, 7.87915], [-3.35357, 0.44527, 6.61972], [-4.28673, -1.26535, 6.60520], [-3.56474, 0.61657, 8.77680], [-2.91329, 2.05312, 7.96289], [-2.29788, 0.19464, 6.54109], [-3.66672, 0.97413, 5.72592], [-7.25918, 0.39719, 4.75463], [-8.39700, 0.25545, 6.31948], [-8.74700, -1.17397, 6.63017], [-10.08375, -1.88727, 5.41139], [-9.27231, 0.86643, 6.12538], [-7.81951, 0.68383, 7.13568], [-9.18512, -1.24598, 7.62270], [-7.88299, -1.82676, 6.56204], [-5.63138, 3.12356, -11.35452], [-3.98117, 2.23620, -11.87808], [-4.09121, 1.57900, -13.22674], [-5.13350, -0.05909, -13.15541], [-3.75828, 1.53114, -11.08583], [-3.22373, 3.01640, -11.89518], [-3.10591, 1.28682, -13.58203], [-4.56941, 2.22041, -13.95964]]}